The following is a DFT calculation (ωB97M-V/def2-TZVPD) of 7 unconnected molecules or ions with the total composition C10H35N13O7.

```
65
Properties=species:S:1:pos:R:3:forces:R:3
C -9.99048 2.50332 1.72268 0.8 -0.1 0.9
C -8.70970 3.33739 1.35771 -1.9 -1.0 0.9
C -7.56179 2.82628 2.22781 0.0 0.0 1.3
O -7.34379 1.38149 2.17076 -0.3 2.0 -0.3
C -5.98024 1.08412 2.41058 0.0 -0.6 -1.0
N -8.39680 3.19907 0.00829 1.0 0.1 -3.0
H -10.99177 2.81389 1.42425 0.3 0.4 -0.8
H -10.09996 2.43753 2.80517 0.2 -0.2 0.2
H -9.72610 1.51585 1.34438 -0.6 -0.2 0.1
H -8.95253 4.39709 1.43623 0.5 0.1 1.0
H -7.78085 3.06940 3.26752 -0.4 -0.1 0.3
H -6.64367 3.39525 2.08147 0.2 -0.3 -0.8
H -5.35745 1.49334 1.61510 0.1 0.3 -0.1
H -5.92015 0.00375 2.27908 0.2 -0.1 0.5
H -5.56425 1.42669 3.35805 -0.3 -0.1 0.2
H -8.98804 3.72627 -0.61828 -0.1 0.0 0.1
H -8.33250 2.25948 -0.35660 0.0 -0.2 0.3
C -0.16457 3.02902 -1.01009 -1.6 1.6 2.6
O 0.46517 2.19980 -1.55627 2.1 -3.5 -2.6
N 0.12334 4.30929 -1.05112 1.2 3.8 -0.7
N -1.19647 2.82707 -0.18682 -1.5 -1.7 1.1
H 0.75403 4.67029 -1.75255 -0.1 -0.1 0.4
H -0.27695 4.93610 -0.36774 0.2 0.0 -0.6
H -1.32268 1.86993 0.10989 -0.3 -0.3 0.2
H -1.52653 3.52647 0.46280 0.1 -0.1 -0.4
C 1.67687 -1.22883 -1.32798 0.0 -3.2 0.3
O 1.99679 -2.36585 -1.05700 0.3 -1.6 0.2
N 0.57008 -0.79882 -1.80625 -5.2 0.9 -2.0
N 2.44694 -0.21081 -1.22754 5.9 4.0 1.4
H 0.55919 0.20790 -1.88694 -1.1 -0.2 -0.5
H -0.23647 -1.35966 -2.04082 0.3 0.1 0.3
H 3.42233 -0.41971 -1.06922 -0.2 0.3 0.3
H 2.13515 0.74470 -1.12814 0.1 -0.2 -0.2
C -2.19590 -1.06811 0.82751 -0.9 -1.3 0.6
O -1.86707 0.04462 1.12409 1.0 4.3 0.8
N -3.27956 -1.64729 1.17792 -5.1 0.2 2.0
N -1.42348 -1.87638 0.23142 4.6 -1.9 -3.2
H -3.53135 -2.58717 0.90711 0.2 -0.3 0.3
H -3.80761 -1.15027 1.88093 -0.4 -0.5 -0.3
H -1.70290 -2.81356 -0.02098 0.4 -0.1 0.2
H -0.50144 -1.46902 0.16808 0.2 -1.0 -0.6
C -4.24496 -4.84018 -0.08641 3.7 -0.5 0.7
O -3.15302 -4.39475 0.33409 -0.2 0.4 0.6
N -4.67332 -6.03298 0.21633 -0.9 -2.5 1.4
N -4.84189 -4.28023 -1.08036 -1.5 2.5 -2.5
H -4.23253 -6.54271 0.96864 -0.2 0.2 0.0
H -5.58307 -6.31165 -0.12249 -0.2 -0.3 0.2
H -4.38027 -3.43269 -1.37814 -0.6 0.1 -0.3
H -5.76780 -4.56370 -1.36749 -0.1 0.3 -0.2
C -5.15526 -2.51142 4.69158 -1.8 2.7 2.4
O -4.36376 -2.05058 3.95829 3.5 2.2 -2.9
N -5.66569 -3.65394 4.60904 -1.6 -6.9 -1.4
N -5.77294 -1.85334 5.68662 -0.1 2.5 2.0
H -6.37700 -3.96650 5.25436 0.2 -0.2 -0.7
H -5.42600 -4.16621 3.77225 -0.2 -0.6 0.2
H -6.40390 -2.34683 6.30182 0.1 0.7 -0.2
H -5.67172 -0.84855 5.70204 -0.2 -0.3 0.4
C -2.45766 1.62063 4.41252 -0.8 0.9 0.5
O -2.25608 2.48088 5.21514 0.9 2.8 2.7
N -3.37417 0.71651 4.58056 -3.0 -2.7 2.0
N -2.00960 1.60134 3.22264 2.9 0.9 -4.0
H -3.38222 -0.16770 4.09250 -0.5 -0.1 0.4
H -3.86744 0.89906 5.44280 0.0 -1.0 0.0
H -2.12989 0.77610 2.65289 0.3 0.4 -0.9
H -1.43826 2.39036 2.95598 0.2 -0.6 -0.2
```
Forces are in eV/Å.

Properties
net charge	-1
LUMO energy (alpha / beta)	2.23 / 2.23	eV
highest occupied orbital energy (alpha / beta)	0.209 / -6.873	eV
multiplicity	2

Population analysis type Mulliken, resulting atomic charges in e: -1.15 0.25 -0.88 -0.24 -0.93 -0.64 0.37 0.29 0.24 0.34 0.39 0.49 0.39 0.13 0.41 0.24 0.24 0.57 -0.69 -0.42 -0.28 0.22 0.14 0.18 0.24 0.65 -0.71 -0.36 -0.36 0.31 0.21 0.18 0.19 0.84 -1.00 0.19 -0.18 0.09 -0.27 0.18 0.09 -2.92 0.06 -0.38 -0.09 0.67 0.78 0.42 0.61 -0.09 -0.29 -0.82 -0.25 0.37 0.45 0.18 0.21 0.56 -0.76 -0.08 -0.16 0.14 0.13 0.18 0.13



The following is a DFT calculation (ωB97M-V/def2-TZVPD) of 2 unconnected molecules or ions with the total composition C3H10N2S.

```
16
Properties=species:S:1:pos:R:3:forces:R:3
N 1.41097 0.40551 -1.29545 -0.6 0.4 0.2
C 0.57199 0.55030 -0.12620 1.4 0.5 0.8
C -0.92640 0.43480 -0.50489 0.7 -0.8 -0.6
S -1.95759 0.00896 0.81796 0.3 0.1 0.3
C 0.97949 -0.59415 0.80768 -1.3 0.6 0.9
N 2.26733 -0.34307 1.36574 -0.9 -0.6 -1.4
H -4.83058 -0.32323 -1.24337 0.0 0.0 -0.1
H -4.35071 -0.50322 -0.70920 0.0 0.0 0.0
H 1.75173 1.33773 -1.55026 0.0 -0.1 -0.2
H 0.79378 1.47479 0.42813 -0.5 0.1 -0.2
H -0.87956 -0.46448 -1.15052 -0.7 0.2 -0.2
H -1.28440 1.28310 -1.09032 -0.1 0.0 0.1
H 0.16837 -0.58305 1.66368 0.4 -0.2 -0.8
H 0.80548 -1.52209 0.24121 0.3 -0.4 0.5
H 2.69635 -1.15366 1.79102 0.1 0.0 0.0
H 2.78377 -0.00823 0.55479 0.9 0.3 0.7
```
Forces are in eV/Å.

Properties
ΔE to the lowest compared entry with this formula, charge and spin	6.102	eV
net charge	+1
LUMO energy (alpha / beta)	-9.05 / -8.08	eV
highest occupied orbital energy (alpha / beta)	-13.854 / -15.003	eV
multiplicity	2

Population analysis type Mulliken, resulting atomic charges in e: -0.54 0.07 -0.66 0.24 -0.44 -0.44 0.20 -0.20 0.32 0.43 0.41 0.41 0.28 0.35 0.28 0.29



The following is a DFT calculation (ωB97M-V/def2-TZVPD) of 2 unconnected molecules or ions with the total composition C2H4F3NOS.

```
12
Properties=species:S:1:pos:R:3:forces:R:3
C -2.29708 -1.20103 0.27028 -2.5 0.1 0.0
C 1.86397 0.09683 -0.00204 -2.5 -3.2 0.0
N 1.11633 1.23425 -0.00394 3.7 0.8 0.7
O -1.63977 1.12218 -0.44096 -1.4 0.1 0.4
F 1.17878 -0.76871 0.84777 0.8 -0.1 0.6
F 1.83879 -0.68452 -1.13728 0.2 0.8 -0.6
F 3.14790 0.14693 0.33149 -0.5 1.0 0.3
S -2.81937 0.30404 -0.01316 2.1 -0.9 -0.4
H -3.00820 -2.02493 0.41037 0.0 0.7 0.2
H 0.19916 1.27338 -0.33329 -1.7 -0.4 -0.6
H -1.29795 -1.50081 0.24019 1.7 0.0 -0.2
H 1.71744 2.00238 -0.16945 0.0 1.2 -0.3
```
Forces are in eV/Å.

Properties
ΔE to the lowest compared entry with this formula, charge and spin	0.000	eV
LUMO energy	-0.71	eV
highest occupied orbital energy	-10.240	eV

Population analysis type Mulliken, resulting atomic charges in e: -0.34 0.77 -0.36 -0.59 -0.28 -0.29 -0.23 0.34 0.28 0.27 0.25 0.20